118
Properties=species:S:1:pos:R:3:lowdin_charge:R:1 method="wB97M-V/def2-TZVPD" e_lumo_ev="-5.84 / -6.21" relative_energy_ev=0.0000 s2=0.76 multiplicity=2 total_charge=+2 e_homo_ev="-12.02 / -12.02"
Ti 1.126 0.448 1.941 0.454
C -0.568 -1.008 4.821 -0.014
C 0.363 0.035 4.262 -0.293
C 1.738 -0.330 4.166 -0.033
C 2.730 0.600 3.883 -0.320
C 4.209 0.401 3.994 -0.031
C 2.247 1.932 3.693 -0.114
C 0.939 2.336 3.746 -0.269
C 0.615 3.809 3.626 0.010
C -0.033 1.348 3.977 -0.038
H -0.250 -2.049 4.727 0.090
H -1.583 -0.961 4.446 0.073
H -0.639 -0.866 5.889 0.106
H 2.032 -1.372 4.387 0.162
H 4.650 -0.439 3.504 0.051
H 4.555 0.437 4.999 0.099
H 4.710 1.252 3.484 0.073
H 3.018 2.700 3.484 0.134
H -0.213 3.874 2.898 0.073
H 1.399 4.405 3.169 0.091
H 0.414 4.260 4.572 0.101
H -1.124 1.575 4.065 0.145
C -7.218 0.876 -1.503 -0.425
S -6.145 -0.389 -2.164 0.812
C -4.540 0.480 -2.205 -0.458
C -3.939 0.466 -0.735 -0.235
C -2.508 0.799 -0.997 -0.262
N -1.503 0.862 0.117 -0.406
P -1.268 -0.349 1.338 1.043
C -2.851 -0.378 2.266 -0.364
C -3.591 -1.539 2.399 -0.062
C -4.920 -1.411 2.870 -0.037
C -5.429 -0.241 3.359 -0.060
C -4.625 0.880 3.372 -0.046
C -3.326 0.818 2.826 -0.108
C -1.160 -2.154 0.815 -0.349
C -0.555 -2.964 1.780 -0.114
C -0.514 -4.340 1.568 -0.032
C -1.011 -4.874 0.337 -0.071
C -1.601 -4.031 -0.567 -0.100
C -1.645 -2.657 -0.393 -0.065
P -0.166 1.890 0.161 0.943
C -0.742 3.568 0.435 -0.340
C -2.131 3.768 0.524 -0.066
C -2.638 5.042 0.875 -0.044
C -1.781 6.116 1.023 -0.069
C -0.422 5.936 0.956 -0.066
C 0.110 4.671 0.704 -0.134
C 0.509 1.949 -1.539 -0.356
C 1.158 3.102 -1.969 -0.105
C 1.565 3.290 -3.283 -0.049
C 1.336 2.261 -4.167 -0.057
C 0.748 1.067 -3.739 -0.047
C 0.374 0.911 -2.426 -0.097
H -8.266 0.465 -1.427 0.066
H -7.081 1.832 -2.004 0.042
H -6.931 1.050 -0.487 0.002
H -4.540 1.448 -2.684 0.087
H -3.928 -0.110 -2.831 0.049
H -4.041 -0.530 -0.279 0.095
H -4.465 1.090 -0.026 0.099
H -2.373 1.758 -1.459 0.115
H -2.175 0.042 -1.676 0.083
H -3.197 -2.500 2.030 0.115
H -5.432 -2.341 2.903 0.108
H -6.418 -0.158 3.707 0.107
H -4.969 1.827 3.816 0.123
H -2.757 1.701 2.721 0.068
H -0.148 -2.519 2.661 0.069
H -0.069 -4.949 2.293 0.090
H -0.986 -5.948 0.195 0.116
H -1.895 -4.518 -1.556 0.145
H -2.120 -2.054 -1.164 0.108
H -2.806 2.894 0.535 0.091
H -3.712 5.213 0.954 0.117
H -2.158 7.115 1.234 0.122
H 0.339 6.762 0.985 0.141
H 1.154 4.579 0.681 0.084
H 1.354 3.887 -1.269 0.076
H 1.969 4.273 -3.602 0.132
H 1.563 2.385 -5.202 0.109
H 0.551 0.351 -4.525 0.091
H 0.043 -0.050 -2.053 0.106
N 2.628 -4.283 -2.617 0.032
C 1.421 -4.076 -2.052 -0.182
N 0.618 -3.445 -2.849 0.167
C 1.391 -3.346 -3.981 -0.321
N 2.593 -3.841 -3.876 0.117
C 0.985 -2.644 -5.205 -0.215
C 1.923 -2.529 -6.237 -0.072
N 1.591 -1.920 -7.376 0.087
C 0.381 -1.383 -7.503 -0.110
C -0.482 -1.409 -6.435 -0.142
N -0.221 -2.069 -5.321 0.122
H 3.399 -4.788 -2.234 0.151
H 1.287 -4.382 -1.038 0.111
H 2.926 -3.029 -6.119 0.128
H 0.145 -0.904 -8.440 0.111
H -1.471 -1.021 -6.464 0.100
C 5.261 -3.076 2.231 -0.043
C 4.986 -2.006 1.203 -0.277
O 3.529 -1.918 1.030 -0.253
P 2.887 -0.795 0.090 0.194
O 1.426 -0.932 0.501 -0.466
Te 3.407 1.407 0.696 0.930
O 3.182 -1.158 -1.422 -0.265
C 4.590 -0.947 -1.878 -0.217
C 4.553 0.106 -3.015 -0.033
H 6.362 -3.014 2.245 0.102
H 4.904 -4.051 1.966 0.080
H 4.840 -2.691 3.199 0.090
H 5.421 -2.153 0.222 0.100
H 5.337 -1.026 1.541 0.088
H 4.930 -1.951 -2.216 0.135
H 5.126 -0.534 -1.036 0.061
H 3.640 -0.041 -3.582 0.076
H 5.409 -0.018 -3.682 0.091
H 4.688 1.060 -2.586 0.050